(1)
A cluster of 17 separate species, C34H68Br34 in total at a distorted geometry. Source: OMol25; level of theory: ωB97M-V/def2-TZVPD.

Each line ends with the Mulliken charge.
Cartesian coordinates (Å):
1 Br -4.923 3.234 3.603  -0.207
2 C -3.807 1.652 4.163  -0.293
3 C -4.383 0.375 3.541  -0.185
4 Br -3.796 -1.231 4.605  -0.155
5 H -3.732 1.661 5.250  0.449
6 H -2.776 1.771 3.830  -0.046
7 H -4.080 0.339 2.495  -0.064
8 H -5.472 0.394 3.502  0.423
9 Br -7.025 -2.155 -4.138  -0.159
10 C -6.151 -0.829 -5.338  -0.582
11 C -4.661 -1.155 -5.443  -0.773
12 Br -3.743 -0.599 -3.768  0.027
13 H -6.358 0.150 -4.904  0.292
14 H -6.610 -0.877 -6.325  0.412
15 H -4.217 -0.747 -6.351  0.347
16 H -4.548 -2.237 -5.506  0.459
17 Br -5.747 1.067 -0.952  -0.138
18 C -6.213 -0.558 0.139  -0.483
19 C -4.990 -1.455 0.033  -0.230
20 Br -5.212 -2.853 1.422  -0.186
21 H -7.092 -0.933 -0.386  0.473
22 H -6.498 -0.307 1.161  0.349
23 H -4.020 -0.996 0.224  -0.224
24 H -4.985 -2.057 -0.876  0.468
25 Br 1.349 -0.357 -4.783  -0.153
26 C 0.097 0.971 -5.654  -0.322
27 C 0.364 1.035 -7.101  -0.611
28 Br -0.871 2.468 -7.845  -0.195
29 H 0.109 1.999 -5.292  0.364
30 H -0.882 0.493 -5.693  0.108
31 H 0.294 0.057 -7.577  0.431
32 H 1.350 1.443 -7.323  0.381
33 Br 4.625 3.341 -0.706  -0.085
34 C 4.127 4.171 -2.425  -0.245
35 C 4.027 3.000 -3.350  -0.607
36 Br 3.747 3.610 -5.222  -0.213
37 H 4.846 4.888 -2.823  0.530
38 H 3.169 4.678 -2.309  -0.031
39 H 3.205 2.331 -3.094  0.218
40 H 5.022 2.568 -3.460  0.415
41 Br -1.205 -3.689 3.636  0.001
42 C -0.143 -4.882 4.863  -0.439
43 C -0.147 -6.361 4.406  -0.395
44 Br 0.853 -7.566 5.645  -0.176
45 H -0.441 -4.689 5.894  0.419
46 H 0.844 -4.419 4.883  0.198
47 H 0.436 -6.479 3.492  0.197
48 H -1.057 -6.961 4.397  0.224
49 Br 3.459 -1.554 -0.858  -0.089
50 C 5.304 -1.423 -0.250  -0.637
51 C 5.747 0.061 -0.193  -0.381
52 Br 7.754 0.115 0.119  -0.188
53 H 5.815 -1.807 -1.133  0.358
54 H 5.587 -2.025 0.614  0.433
55 H 5.277 0.575 0.645  0.281
56 H 5.623 0.521 -1.174  0.190
57 Br 2.307 -4.327 -3.888  -0.144
58 C 0.738 -5.409 -3.350  -0.277
59 C -0.210 -5.457 -4.558  -0.667
60 Br -1.636 -6.844 -4.418  -0.190
61 H 0.207 -4.970 -2.505  0.180
62 H 1.016 -6.411 -3.023  0.340
63 H 0.237 -5.687 -5.525  0.423
64 H -0.717 -4.492 -4.554  0.344
65 Br 2.472 -3.673 1.918  -0.081
66 C 3.441 -5.116 1.021  -0.737
67 C 2.712 -5.529 -0.228  0.153
68 Br 3.731 -6.916 -1.223  -0.173
69 H 3.489 -5.973 1.694  0.473
70 H 4.381 -4.599 0.827  0.390
71 H 2.650 -4.693 -0.925  -0.046
72 H 1.748 -6.004 -0.047  -0.004
73 Br 5.155 -1.822 9.248  -0.165
74 C 4.301 -1.052 7.636  -0.603
75 C 4.209 -2.088 6.483  -0.622
76 Br 3.664 -1.108 4.793  -0.078
77 H 4.868 -0.168 7.346  0.351
78 H 3.328 -0.655 7.924  0.328
79 H 3.514 -2.915 6.628  0.389
80 H 5.158 -2.581 6.270  0.383
81 Br -0.855 -7.292 -0.658  -0.155
82 C -2.547 -6.439 -0.158  -0.361
83 C -2.713 -6.230 1.373  0.016
84 Br -3.260 -7.878 2.289  -0.186
85 H -3.388 -6.958 -0.618  0.447
86 H -2.706 -5.462 -0.615  0.181
87 H -3.484 -5.516 1.663  0.077
88 H -1.850 -5.760 1.845  -0.034
89 Br 4.995 2.501 3.797  -0.078
90 C 5.246 4.431 3.101  -0.550
91 C 4.169 5.313 3.642  -0.469
92 Br 2.493 4.786 2.684  0.002
93 H 5.343 4.458 2.016  0.104
94 H 6.277 4.715 3.313  0.432
95 H 4.477 6.355 3.554  0.399
96 H 4.028 5.157 4.712  0.114
97 Br -5.741 5.109 -1.887  -0.212
98 C -4.795 4.504 -3.566  -0.476
99 C -3.785 3.442 -3.187  0.333
100 Br -2.994 2.525 -4.827  -0.145
101 H -4.290 5.339 -4.053  0.376
102 H -5.517 4.224 -4.332  0.398
103 H -4.145 2.584 -2.620  -0.446
104 H -2.866 3.810 -2.731  0.071
105 Br -1.458 6.421 1.771  -0.190
106 C -2.411 4.802 1.246  -0.104
107 C -1.369 3.675 1.099  0.314
108 Br -2.448 2.108 0.538  0.100
109 H -2.915 5.083 0.321  0.196
110 H -3.254 4.718 1.933  0.047
111 H -0.855 3.523 2.049  -0.119
112 H -0.583 3.854 0.365  -0.289
113 Br -0.901 5.804 -5.309  -0.121
114 C 0.972 6.155 -4.718  -0.099
115 C 0.991 6.723 -3.321  -0.893
116 Br 0.247 5.331 -2.017  0.015
117 H 1.410 6.884 -5.400  0.418
118 H 1.530 5.219 -4.744  -0.157
119 H 0.313 7.575 -3.260  0.444
120 H 1.980 6.987 -2.949  0.426
121 Br -1.265 -2.334 -0.048  0.085
122 C -0.212 -0.801 -0.897  -0.590
123 C 0.525 -0.044 0.158  -0.502
124 Br 1.373 1.651 -0.555  0.100
125 H -0.927 -0.274 -1.529  0.345
126 H 0.389 -1.283 -1.668  0.231
127 H 1.250 -0.655 0.694  0.375
128 H -0.167 0.242 0.950  0.168
129 Br -0.107 0.804 4.384  -0.067
130 C 1.246 2.041 5.185  -0.189
131 C 0.636 3.391 5.461  -0.528
132 Br 2.081 4.497 6.358  -0.181
133 H 2.054 2.093 4.456  -0.027
134 H 1.603 1.593 6.112  0.376
135 H -0.187 3.261 6.164  0.522
136 H 0.353 3.960 4.576  0.141

M = 3193.654 g mol⁻¹
Energy relative to the best compared isomer or geometry (same formula, charge and spin) = 192.55 kJ/mol
LUMO = 0.02 eV
Electronic energy = -2417806.490 eV
HOMO energy = -9.5655 eV
HOMO-LUMO gap = 9.588 eV

***

(2)
A cluster of 9 separate species, C34H68N10O10S in total at a distorted geometry. Source: OMol25; level of theory: ωB97M-V/def2-TZVPD.

Each line ends with the Mulliken charge.
Cartesian coordinates (Å):
1 C -4.287 0.698 0.241  -0.983
2 C -3.167 -0.142 -0.550  0.443
3 C -1.885 -0.599 0.221  -0.659
4 C -0.761 -1.386 -0.553  -0.085
5 C -0.980 -1.687 -2.067  0.277
6 O 0.089 -2.373 -2.747  -0.487
7 C 0.728 -1.460 -3.689  -0.915
8 C 1.208 -0.064 -3.059  1.052
9 C 0.411 1.226 -3.628  -0.877
10 O 2.628 0.112 -3.435  -0.704
11 C -2.254 -1.287 -2.885  0.557
12 N -2.561 -1.541 -4.284  -0.644
13 S -4.128 -0.820 -4.535  0.166
14 N -4.464 -0.162 -2.972  -0.612
15 C -3.369 -0.492 -2.085  0.488
16 H -5.352 0.485 -0.155  0.317
17 H -4.083 1.833 0.117  0.273
18 H -4.218 0.488 1.370  0.169
19 H -1.696 -0.367 1.328  0.379
20 H 0.214 -1.747 -0.080  0.197
21 H 1.685 -1.997 -4.066  0.381
22 H 0.027 -1.363 -4.594  0.264
23 H 1.179 -0.011 -1.919  0.099
24 H 0.878 2.148 -3.105  0.038
25 H -0.710 1.206 -3.336  0.181
26 H 0.514 1.366 -4.758  0.322
27 H 2.991 0.652 -2.676  0.297
28 C -3.302 -6.541 -6.671  0.098
29 O -2.312 -6.533 -7.379  -0.578
30 N -3.655 -5.554 -5.796  0.165
31 C -4.852 -5.637 -4.986  -0.876
32 C -2.804 -4.385 -5.673  -0.828
33 H -4.016 -7.380 -6.685  0.260
34 H -5.500 -4.788 -5.222  0.300
35 H -4.571 -5.600 -3.931  0.300
36 H -5.393 -6.564 -5.181  0.319
37 H -2.729 -3.894 -6.647  0.307
38 H -1.806 -4.703 -5.363  0.304
39 H -3.208 -3.687 -4.943  0.253
40 C -4.459 -1.435 3.405  0.168
41 O -4.649 -0.231 3.439  -0.655
42 N -5.433 -2.387 3.438  0.200
43 C -5.126 -3.802 3.393  -0.941
44 C -6.822 -1.972 3.521  -1.070
45 H -3.443 -1.858 3.341  0.286
46 H -5.607 -4.242 2.516  0.336
47 H -5.511 -4.278 4.299  0.329
48 H -4.049 -3.967 3.331  0.308
49 H -7.061 -1.347 2.658  0.301
50 H -6.964 -1.383 4.430  0.290
51 H -7.481 -2.839 3.540  0.447
52 C 3.522 2.258 -0.974  -0.079
53 O 2.339 1.970 -1.073  -0.636
54 N 4.260 2.175 0.165  0.354
55 C 5.663 2.535 0.205  -0.662
56 C 3.623 1.710 1.382  -1.010
57 H 4.101 2.622 -1.838  0.477
58 H 6.241 1.662 0.516  0.121
59 H 5.801 3.343 0.927  0.253
60 H 6.012 2.866 -0.774  0.305
61 H 3.231 0.703 1.217  0.237
62 H 2.790 2.375 1.625  0.312
63 H 4.336 1.696 2.208  0.347
64 C -10.540 -1.569 4.342  0.117
65 O -9.556 -1.562 3.625  -0.543
66 N -10.878 -0.586 5.226  0.108
67 C -12.069 -0.666 6.047  -0.922
68 C -10.019 0.576 5.346  -0.889
69 H -11.259 -2.404 4.330  0.263
70 H -12.714 0.187 5.824  0.335
71 H -11.777 -0.638 7.100  0.337
72 H -12.617 -1.589 5.853  0.290
73 H -9.951 1.073 4.376  0.293
74 H -9.019 0.253 5.645  0.254
75 H -10.416 1.271 6.087  0.374
76 C 2.675 5.883 -2.547  0.190
77 O 3.794 6.286 -2.283  -0.650
78 N 2.021 6.084 -3.728  0.099
79 C 0.687 5.570 -3.965  -0.976
80 C 2.681 6.834 -4.778  -0.978
81 H 2.084 5.303 -1.820  0.289
82 H 0.713 4.893 -4.822  0.350
83 H 0.016 6.406 -4.180  0.369
84 H 0.315 5.029 -3.093  0.319
85 H 3.612 6.329 -5.047  0.308
86 H 2.919 7.834 -4.408  0.292
87 H 2.038 6.910 -5.656  0.385
88 C 7.562 -0.476 1.839  0.149
89 O 7.219 0.397 2.621  -0.652
90 N 8.791 -1.061 1.799  0.109
91 C 9.117 -2.093 0.836  -0.803
92 C 9.803 -0.639 2.748  -0.969
93 H 6.871 -0.871 1.077  0.311
94 H 9.398 -3.003 1.372  0.323
95 H 9.957 -1.755 0.223  0.350
96 H 8.265 -2.307 0.188  0.239
97 H 9.436 -0.812 3.763  0.302
98 H 9.990 0.430 2.621  0.285
99 H 10.729 -1.195 2.593  0.383
100 C 1.893 5.496 3.941  0.111
101 O 0.965 5.885 3.258  -0.574
102 N 3.202 5.470 3.553  0.184
103 C 4.254 4.991 4.426  -0.853
104 C 3.550 5.935 2.224  -0.933
105 H 1.740 5.122 4.967  0.267
106 H 4.976 5.796 4.587  0.330
107 H 4.753 4.143 3.950  0.258
108 H 3.850 4.675 5.389  0.304
109 H 3.238 6.977 2.118  0.308
110 H 3.016 5.332 1.484  0.234
111 H 4.625 5.854 2.058  0.368
112 C 4.935 -2.728 -0.919  0.016
113 O 6.148 -2.607 -0.956  -0.614
114 N 4.248 -3.542 -0.067  0.188
115 C 2.802 -3.630 -0.087  -0.610
116 C 4.988 -4.345 0.887  -0.960
117 H 4.278 -2.164 -1.601  0.381
118 H 2.414 -3.335 0.892  0.370
119 H 2.511 -4.662 -0.299  0.379
120 H 2.380 -2.975 -0.851  -0.108
121 H 5.575 -3.685 1.531  0.247
122 H 5.671 -5.005 0.347  0.302
123 H 4.307 -4.941 1.496  0.397

M = 809.045 g mol⁻¹
LUMO = -1.26 eV
Electronic energy = -82566.107 eV
HOMO energy = -8.0982 eV
SMILES string = Cc1ccc(OC[C@H](C)O)c2nsnc12.CN(C)C=O.CN(C)C=O.CN(C)C=O.CN(C)C=O.CN(C)C=O.CN(C)C=O.CN(C)C=O.CN(C)C=O
HOMO-LUMO gap = 6.839 eV

***

Question: What is the HOMO-LUMO gap in the second record?
Answer: 6.839 eV